# C5H13NO2

A 3-piece molecular cluster, C5H13NO2 overall (wB97M-V/def2-TZVPD, the OMol25 dataset).

Each line ends with the natural charge from an NBO analysis.
CARTESIAN COORDINATES (ANGSTROEM)
1 N -1.4047 -0.6324 1.6567  -0.80
2 C -0.6350 -1.2148 0.6250  -0.16
3 C 2.6605 -0.4551 -0.5716  -0.08
4 C 1.7912 -0.9419 -1.4989  -0.37
5 C 0.4088 -0.9473 -1.6469  0.22
6 C -0.5094 -0.3246 -0.6581  -0.54
7 H 0.0238 3.3412 1.4111  0.46
8 H -2.1125 -1.2517 2.0146  0.36
9 H 0.3889 -1.3601 0.9957  0.16
10 H -0.9864 -2.2217 0.3697  0.18
11 H 3.6998 -0.6511 -0.8003  0.20
12 H -0.1787 0.6717 -0.3463  0.31
13 H 2.3369 -1.3063 -2.3805  0.22
14 H -0.0220 -1.5060 -2.4703  0.21
15 H -1.4817 -0.1062 -1.1284  0.28
16 H -0.5362 2.1126 0.7363  0.50
17 H 2.5341 -0.2031 0.4786  0.23
18 O 0.3601 2.6053 0.8912  -1.05
19 H -1.7442 0.3350 1.4515  0.46
20 H -2.6111 2.3873 0.3966  0.45
21 O -1.9822 1.6692 0.4743  -1.26

Forces on atoms 1 to 2 (eV/Å):
N -0.220 0.006 -0.106
C 0.533 -0.760 0.780

The calculation puts the total energy at -403.3455 Ha. Its energy relative to the best compared isomer or geometry (same formula, charge and spin) is 606.85 kJ/mol. The frontier orbital gap comes out at 4.37 eV. As for the HOMO energy: -7.6 eV.